Density functional theory data (ωB97M-V with the def2-TZVPD basis set) for a 2-piece molecular cluster, C9H14N2O7 overall in a non-equilibrium geometry.

Last column: natural (NBO) charge in e.
Element x y z (Å)
C 0.07208 2.01076 -0.61600  -0.138
C 0.04317 0.75917 0.34871  0.668
C 1.30226 2.94947 -0.10716  -0.563
C 2.55843 2.46349 -1.03003  0.829
C 0.37947 -1.59540 0.22631  -0.222
C 1.36133 -2.29629 -0.68682  0.795
C -0.71337 -2.49933 0.80434  -0.399
C -1.77644 -1.53613 1.35793  -0.539
C -3.13847 -2.31368 1.57107  0.805
H -0.83810 3.70852 0.40394  0.375
H -2.00581 2.22755 -0.29257  0.366
H 0.30112 1.85280 -1.74511  0.224
H 1.49253 2.54199 1.06936  0.289
H 1.55046 4.11114 -0.22602  0.272
H 4.13163 3.19874 -2.36388  0.520
H 0.40513 -0.83066 -1.66447  0.472
H 1.03908 -1.29987 1.09020  0.250
H -0.18203 -3.25636 1.70668  0.256
H -1.12690 -3.22701 -0.16749  0.242
H -1.53280 -0.93506 2.31932  0.263
H -2.12818 -0.69762 0.72343  0.239
H -4.68775 -2.78100 0.47799  0.502
H 2.12365 -0.48801 -1.67148  0.547
N -1.13640 2.99292 -0.54022  -0.822
N -0.04463 -0.39327 -0.43431  -0.673
O 0.24438 0.71036 1.56554  -0.614
O 2.76131 1.28072 -1.21733  -0.652
O 3.46755 3.45901 -1.44816  -0.726
O 1.47120 -3.45008 -0.77695  -0.506
O -3.66882 -2.74358 2.54638  -0.589
O -3.75680 -2.47092 0.39638  -0.714
O 2.03172 -1.45236 -1.61958  -0.758

Cartesian forces, eV/Å:
0.543 4.214 0.108
1.405 -0.564 -2.264
3.604 -0.908 0.526
0.980 -0.371 1.305
1.752 -0.124 1.620
-0.717 2.485 -0.449
0.561 -2.495 -0.699
-2.473 0.017 2.105
0.482 0.302 -0.310
-1.905 -3.132 -3.248
2.698 3.396 -0.339
-0.872 -0.622 2.150
-0.156 1.478 -3.284
-2.192 -2.211 0.455
-3.147 0.437 4.329
-1.693 3.154 3.791
-0.574 -0.059 -0.455
-1.894 2.246 -2.835
0.886 2.029 3.139
0.028 -1.727 -1.302
0.741 -0.861 -0.414
1.037 0.039 0.489
0.036 0.268 1.335
-0.328 -2.050 3.708
1.165 -1.629 -2.651
-0.809 0.807 -1.925
-0.191 0.893 -0.702
0.642 -1.667 -3.075
0.849 -2.048 -0.173
0.386 0.085 1.514
-0.555 0.355 -1.804
-0.290 -1.737 -0.645

Computed properties:
Kohn-Sham gap: 10.10 eV
maximum force: 0.10441 hartree/bohr
HOMO: -10.15 eV
lowest unoccupied orbital energy: -0.002 Eh